# 1
# C36H86N2O26Rb

A molecular structure, C36H86N2O26Rb in a non-equilibrium geometry (the ωB97M-V functional and the def2-TZVPD basis, the OMol25 dataset).

Element x y z (Å)
Rb -5.695 -1.814 3.448
C -1.761 2.218 0.168
C -1.715 1.007 1.050
C -0.970 -0.263 0.436
O -1.205 -1.262 1.092
C -0.344 -0.221 -0.858
C -0.596 0.877 -1.639
C -1.265 2.168 -1.090
O -1.497 3.218 -1.739
O -0.066 0.805 -2.818
O -2.171 1.000 2.223
H -2.365 3.018 0.573
H 0.270 -1.059 -1.154
C 0.669 -5.482 -6.021
O 0.848 -6.636 -5.258
C 0.974 -7.799 -6.048
C 2.354 -7.754 -6.957
N 3.656 -7.844 -6.144
C 4.241 -9.131 -5.662
C 5.638 -8.975 -4.994
O 6.634 -9.454 -5.917
C 7.890 -9.672 -5.326
H 0.520 -4.632 -5.354
H -0.261 -5.464 -6.589
H 1.550 -5.216 -6.604
H 0.075 -7.993 -6.633
H 0.949 -8.625 -5.337
H 2.325 -6.969 -7.712
H 2.326 -8.688 -7.519
H 4.316 -7.175 -6.514
H 4.275 -9.770 -6.545
H 3.553 -9.616 -4.969
H 5.559 -9.455 -4.019
H 5.895 -7.920 -4.904
H 8.316 -8.841 -4.763
H 8.564 -9.847 -6.164
H 7.769 -10.521 -4.653
C 1.273 1.882 6.858
O 1.836 1.857 8.218
C 3.268 2.028 8.306
C 3.893 1.571 9.708
N 3.284 0.390 10.273
C 3.266 -0.854 9.456
C 4.439 -1.233 8.579
O 5.735 -1.359 9.189
C 6.773 -1.908 8.342
H 0.185 1.899 6.920
H 1.573 1.007 6.282
H 1.484 2.735 6.213
H 3.595 2.979 7.886
H 3.718 1.281 7.651
H 3.676 2.340 10.448
H 4.975 1.453 9.762
H 2.331 0.685 10.434
H 2.516 -0.579 8.715
H 2.909 -1.763 9.941
H 4.475 -0.718 7.619
H 4.104 -2.143 8.081
H 7.616 -2.318 8.898
H 7.225 -1.265 7.586
H 6.401 -2.746 7.752
C 5.796 -1.146 -3.980
C 6.885 -2.044 -4.610
O 7.047 -3.202 -3.760
O 4.516 -1.569 -4.220
H 5.926 -0.102 -4.264
H 5.946 -1.079 -2.903
H 7.912 -1.683 -4.562
H 6.818 -2.229 -5.682
H 7.804 -2.908 -3.248
H 3.850 -0.992 -3.839
C -5.804 8.454 -3.113
C -7.141 7.969 -3.717
O -6.935 6.870 -4.614
O -5.304 7.387 -2.362
H -5.840 9.367 -2.519
H -5.055 8.689 -3.869
H -7.626 8.840 -4.156
H -7.874 7.762 -2.937
H -6.109 6.521 -4.270
H -4.405 7.606 -2.105
C 1.006 -8.889 0.835
C 0.221 -7.718 1.410
O 0.749 -6.465 0.913
O 0.512 -9.268 -0.480
H 0.920 -9.747 1.501
H 2.075 -8.683 0.768
H 0.475 -7.826 2.465
H -0.848 -7.646 1.209
H 0.177 -5.742 1.181
H -0.424 -9.291 -0.693
C -8.398 1.826 1.324
C -7.524 2.500 0.156
O -7.526 3.905 0.183
O -7.861 1.977 2.619
H -8.524 0.764 1.113
H -9.451 2.076 1.190
H -7.801 1.977 -0.759
H -6.459 2.315 0.293
H -6.776 4.329 -0.242
H -7.559 2.888 2.637
C -4.395 -0.212 -5.088
C -3.939 -0.347 -6.573
O -2.518 -0.319 -6.758
O -3.779 -1.002 -4.230
H -5.381 -0.675 -5.045
H -4.472 0.842 -4.822
H -4.297 0.330 -7.348
H -4.275 -1.308 -6.961
H -2.052 0.024 -5.992
H -2.878 -0.673 -4.257
C -1.658 6.835 -6.419
C -0.918 8.082 -5.879
O 0.419 8.247 -6.290
O -0.816 5.640 -6.330
H -1.973 7.130 -7.420
H -2.568 6.691 -5.838
H -0.775 8.115 -4.799
H -1.460 9.010 -6.060
H 0.754 7.348 -6.336
H -0.761 5.438 -5.393
C -2.103 -3.144 6.659
C -2.251 -4.180 7.792
O -1.809 -5.501 7.397
O -2.727 -1.949 7.011
H -2.509 -3.603 5.758
H -1.034 -3.026 6.480
H -3.294 -4.463 7.930
H -1.766 -3.789 8.686
H -0.946 -5.744 7.742
H -2.636 -1.303 6.307
C 1.004 8.738 -0.264
C 1.744 7.407 -0.124
O 1.820 7.050 -1.470
O -0.345 8.393 -0.211
H 1.254 9.484 -1.018
H 0.914 9.392 0.603
H 1.238 6.573 0.362
H 2.762 7.500 0.254
H 0.890 7.118 -1.696
H -0.395 8.566 0.732
C -2.263 6.196 4.369
C -3.839 5.915 4.351
O -3.973 4.600 4.963
O -2.017 7.468 3.802
H -1.817 5.451 3.710
H -1.962 6.174 5.416
H -4.151 5.793 3.314
H -4.415 6.576 4.999
H -3.428 3.948 4.516
H -1.399 7.940 4.365

E_HOMO, Ha: -0.09388
LUMO, eV: -0.3727
Charge: -1

=====

# 2
# C3H6BrO2S

3 unconnected molecules or ions with the total composition C3H6BrO2S in a non-equilibrium geometry (the ωB97M-V functional and the def2-TZVPD basis, the OMol25 dataset).

Element x y z (Å)
C 0.507 1.028 -1.228
C -1.392 0.570 0.449
C -0.532 1.304 -0.496
O 1.867 -1.668 -0.309
O 0.579 -3.498 0.749
S 1.783 -2.613 0.842
Br -1.243 3.159 -1.039
H 1.116 0.073 -1.068
H 0.978 1.644 -2.029
H 1.312 -1.338 2.117
H -1.857 1.389 1.129
H -0.899 -0.311 1.059
H -2.218 0.261 -0.176

E_HOMO, Ha: -0.13109
LUMO, eV: 2.9536
Charge: -1
ΔE to the lowest compared entry with this formula, charge and spin, kJ/mol: 166.1

=====

# 3
# CH3IO2P

A gas-phase ion, CH3IO2P (charge -1) in a non-equilibrium geometry (the ωB97M-V functional and the def2-TZVPD basis, the OMol25 dataset).

Element x y z (Å)
C 0.070 -0.054 0.076
O 0.929 -2.307 1.834
O 2.105 0.148 2.060
P 1.450 -0.835 1.156
I 3.116 -1.368 -0.653
H 0.612 0.718 -0.277
H -0.435 -0.632 -0.548
H -0.728 0.354 0.769

E_HOMO, Ha: -0.17529
LUMO, eV: 3.1336
Charge: -1
Structure (SMILES): C[P@](=O)([O-])I
ΔE to the lowest compared entry with this formula, charge and spin, kJ/mol: 125.1

=====

# 4
# C5H11N3O

A single C5H11N3O molecule in a non-equilibrium geometry (the ωB97M-V functional and the def2-TZVPD basis, the OMol25 dataset).

Element x y z (Å)
C -1.339 -1.357 -0.066
C -1.705 1.004 0.374
N -0.723 -0.043 0.112
C 0.398 -0.088 1.057
C 1.546 -0.056 0.228
N 0.944 1.079 -1.856
C 1.160 -0.050 -1.148
O 2.720 -0.710 0.618
N 0.164 -0.176 2.311
H 3.470 -0.139 0.425
H 1.030 -0.198 2.844
H 0.673 1.886 -1.308
H 0.594 1.014 -2.802
H 1.401 -0.903 -1.793
H -0.569 -2.104 -0.256
H -1.866 -1.668 0.842
H -1.183 1.950 0.526
H -2.381 1.082 -0.479
H -2.041 -1.322 -0.902
H -2.294 0.799 1.274

E_HOMO, Ha: -0.25819
LUMO, eV: 0.6980
Structure (SMILES): [H]/N=C(\C(O)=C\N)N(C)C
ΔE to the lowest compared entry with this formula, charge and spin, kJ/mol: 341.5